Molecular formula: C2H8N3O
Method: DFT, ωB97M-V/def2-TZVPD

Each line ends with the Löwdin charge.
Atoms and positions in Å:
1 C 0.900 0.135 0.006  -0.5061
2 C -1.558 -0.427 0.280  -0.3229
3 N 2.096 -0.171 -0.446  0.1839
4 N 0.668 1.354 0.369  0.2668
5 N -0.106 -0.732 0.141  0.1081
6 O -2.107 0.435 -0.562  -0.0230
7 H -2.325 -1.575 0.351  0.2268
8 H -1.824 -0.156 1.233  0.0848
9 H 2.871 0.289 0.155  0.1927
10 H 2.152 -1.071 -0.999  0.1664
11 H 1.404 1.986 0.246  0.1328
12 H -0.138 1.560 0.811  0.0943
13 H 0.101 -1.787 -0.013  0.2008
14 H -2.133 0.159 -1.571  0.1946

Calculated values
Net charge ... +1
M ... 90.106 g mol⁻¹
Largest force on an atom ... 5.7 eV/Å
HOMO level ... -0.5385 Ha
HOMO-LUMO gap ... 11.278 eV

=====

Molecular formula: C2H8N3O2
Method: DFT, ωB97M-V/def2-TZVPD

Each line ends with the Löwdin charge.
Atoms and positions in Å:
1 C -3.892 -0.587 -0.191  -0.0456
2 C 3.423 -0.396 -0.196  -0.0659
3 N -1.793 0.473 -0.138  0.1386
4 N 0.259 1.163 0.621  0.3212
5 N -0.663 0.640 0.212  0.0138
6 O -2.496 -0.668 -0.141  -0.0866
7 O 2.861 0.598 0.681  -0.1508
8 H -4.325 -0.879 -1.269  0.1462
9 H -4.176 0.418 0.109  0.0946
10 H -4.216 -1.437 0.420  0.1026
11 H 4.278 -0.871 0.254  0.0979
12 H 3.493 0.040 -1.145  0.0703
13 H 2.558 -1.071 -0.396  0.1019
14 H 1.355 1.121 0.549  0.1341
15 H 3.334 1.456 0.632  0.1277

Calculated values
Net charge ... +1
M ... 106.105 g mol⁻¹
Largest force on an atom ... 3.8 eV/Å
HOMO level ... -0.5323 Ha
HOMO-LUMO gap ... 8.791 eV

=====

Molecular formula: C2H8N3OP
Method: DFT, ωB97M-V/def2-TZVPD

Each line ends with the Löwdin charge.
Atoms and positions in Å:
1 C 1.932 0.141 -0.065  -0.2192
2 C 1.332 -0.368 1.185  -0.2788
3 N 0.753 0.799 0.560  -0.1272
4 N -1.479 1.177 -1.358  -0.0326
5 N -1.954 -0.711 0.427  -0.0402
6 O -0.264 -1.100 -1.324  -0.2979
7 P -0.825 -0.059 -0.489  0.4416
8 H 2.799 0.857 -0.030  0.1136
9 H 1.851 -0.269 -0.982  0.0319
10 H 0.757 -1.343 1.345  0.1093
11 H 1.955 -0.146 2.057  0.0878
12 H -0.835 1.348 -2.103  0.0572
13 H -1.768 1.936 -0.857  0.0152
14 H -1.665 -1.657 0.398  0.0389
15 H -2.588 -0.603 1.236  0.1005

Calculated values
SMILES ... NP(N)(=O)N1CC1
Net charge ... 0
M ... 121.080 g mol⁻¹
Largest force on an atom ... 4.4 eV/Å
HOMO level ... -0.3323 Ha
HOMO-LUMO gap ... 9.815 eV

=====

Molecular formula: C2H8N3S
Method: DFT, ωB97M-V/def2-TZVPD

Each line ends with the Löwdin charge.
Atoms and positions in Å:
1 C 0.065 -1.562 1.124  -0.3132
2 C -0.283 0.347 -0.533  -0.7841
3 N 0.933 -0.138 -0.417  0.0098
4 N -0.444 1.483 -1.212  0.1162
5 N 1.127 -1.403 0.171  -0.0578
6 S -1.390 -0.525 0.372  1.0482
7 H -0.231 -2.662 1.202  0.1241
8 H 0.327 -1.298 2.149  0.0968
9 H -0.659 1.974 0.640  0.0493
10 H 1.633 0.132 -1.091  0.1743
11 H 0.476 1.845 -1.540  0.1709
12 H -1.378 1.754 -1.377  0.1138
13 H -1.398 2.250 0.993  0.0970
14 H 1.222 -2.197 -0.481  0.1546

Calculated values
Net charge ... +1
M ... 106.174 g mol⁻¹
Largest force on an atom ... 4.4 eV/Å
HOMO level ... -0.5156 Ha
HOMO-LUMO gap ... 10.224 eV

=====

Molecular formula: C2H8N3S2
Method: DFT, ωB97M-V/def2-TZVPD

Each line ends with the Löwdin charge.
Atoms and positions in Å:
1 C -4.540 0.032 0.449  -0.5341
2 C 1.525 0.389 -0.061  -0.6813
3 N 1.455 -0.917 -0.210  -0.0411
4 N 0.403 1.099 0.079  0.1433
5 N 2.508 -1.822 -0.168  0.0743
6 S -3.316 0.442 -0.504  0.6087
7 S 3.086 1.167 -0.041  0.9631
8 H -5.395 -0.498 0.052  0.0092
9 H -4.541 0.266 1.505  0.0073
10 H 0.549 -1.376 -0.137  0.1823
11 H -0.518 0.676 0.048  0.0554
12 H 0.423 2.101 0.152  0.1152
13 H 2.344 -2.588 -0.816  0.1179
14 H 3.404 -1.384 -0.357  0.0691
15 H 2.612 2.413 0.009  -0.0894

Calculated values
Net charge ... +1
M ... 138.241 g mol⁻¹
Largest force on an atom ... 0.9 eV/Å
HOMO level ... -0.4437 Ha
HOMO-LUMO gap ... 8.544 eV

=====

Molecular formula: C2H8N4
Method: DFT, ωB97M-V/def2-TZVPD

Each line ends with the Löwdin charge.
Atoms and positions in Å:
1 N -1.639 3.023 1.447  0.0581
2 C -2.322 3.623 0.426  -0.4110
3 N -2.834 2.956 -0.521  0.0471
4 H -1.579 2.024 1.520  0.0870
5 H -1.500 3.555 2.293  0.0813
6 H -2.322 4.709 0.542  0.1121
7 H -3.260 3.559 -1.214  0.0255
8 N 3.221 -2.666 -0.192  0.0091
9 C 2.023 -3.058 -0.874  -0.3619
10 N 1.389 -4.069 -0.497  0.0872
11 H 3.039 -2.264 0.714  0.0648
12 H 3.875 -3.434 -0.201  0.0626
13 H 1.753 -2.396 -1.689  0.0978
14 H 0.607 -4.357 -1.076  0.0404

Calculated values
SMILES ... [H]/N=C/N.[H]/N=C/N
Net charge ... 0
M ... 88.114 g mol⁻¹
Largest force on an atom ... 1.1 eV/Å
HOMO level ... -0.3427 Ha
HOMO-LUMO gap ... 10.326 eV

=====

Molecular formula: C2H8N4
Method: DFT, ωB97M-V/def2-TZVPD

Each line ends with the Löwdin charge.
Atoms and positions in Å:
1 C 0.868 -0.536 0.054  -0.5907
2 N 0.171 0.476 0.829  -0.1483
3 N 0.031 -1.525 -0.347  0.1413
4 N 2.107 -0.370 -0.122  0.1233
5 H 0.358 -2.248 -0.965  0.1029
6 H -0.959 -1.421 -0.113  0.0861
7 H 0.843 1.021 1.366  0.1334
8 H -0.930 -0.134 1.892  0.0277
9 H 2.573 -1.144 -0.584  0.0402
10 C -0.776 1.512 -1.013  -0.0218
11 N -0.760 1.336 0.254  -0.0481
12 H -1.866 -0.185 1.870  0.0217
13 H -0.335 0.848 -1.754  0.0702
14 H -1.327 2.368 -1.366  0.0622

Calculated values
Net charge ... 0
M ... 88.114 g mol⁻¹
Largest force on an atom ... 4.0 eV/Å
HOMO level ... -0.3286 Ha
HOMO-LUMO gap ... 9.793 eV

=====

Molecular formula: C2H8N4
Method: DFT, ωB97M-V/def2-TZVPD

Each line ends with the Löwdin charge.
Atoms and positions in Å:
1 C -0.667 -1.884 0.642  0.0810
2 C 0.497 0.919 -1.633  0.0035
3 N -0.650 -1.185 1.877  0.1708
4 N 0.296 1.981 -0.667  0.1446
5 N -0.677 -0.380 0.884  0.1278
6 N 0.906 0.830 -0.260  0.0736
7 H 0.120 -2.461 0.287  0.1217
8 H -1.620 -2.189 0.247  0.1406
9 H -0.333 0.240 -1.813  0.1341
10 H 1.270 1.050 -2.404  0.1625
11 H -0.422 -1.285 2.875  0.2313
12 H 0.570 2.998 -0.561  0.2310
13 H -1.125 0.347 0.341  0.1631
14 H 1.834 1.020 0.183  0.2145

Calculated values
Net charge ... +2
M ... 88.114 g mol⁻¹
Largest force on an atom ... 3.7 eV/Å
HOMO level (alpha / beta) ... -0.7133 / -0.7490 Ha
HOMO-LUMO gap (alpha / beta) ... 7.745 / 9.848 eV

=====

Molecular formula: C2H8N4O
Method: DFT, ωB97M-V/def2-TZVPD

Each line ends with the Löwdin charge.
Atoms and positions in Å:
1 N -0.409 0.455 -0.853  -0.2448
2 C 0.377 -0.789 1.096  -0.2120
3 N -0.425 -0.665 -1.676  0.0639
4 N -0.118 -2.034 0.798  -0.0041
5 N 0.568 1.589 1.000  0.0687
6 C 0.085 0.386 0.470  -0.3677
7 O -0.160 1.639 -1.559  -0.0185
8 H 0.732 1.885 -1.243  0.0925
9 H -0.896 -0.404 -2.541  0.1002
10 H 0.536 -0.903 -1.926  0.0980
11 H -0.612 -2.033 -0.099  0.0533
12 H -0.537 -2.526 1.579  0.0757
13 H -0.084 2.338 0.776  0.0923
14 H 0.675 1.524 2.008  0.0881
15 H 0.267 -0.463 2.168  0.1144

Calculated values
SMILES ... N/C=C(/N)N(N)O
Net charge ... 0
M ... 104.113 g mol⁻¹
Largest force on an atom ... 4.2 eV/Å
HOMO level ... -0.2417 Ha
HOMO-LUMO gap ... 7.567 eV

=====

Molecular formula: C2H8N4O
Method: DFT, ωB97M-V/def2-TZVPD

Each line ends with the Löwdin charge.
Atoms and positions in Å:
1 C 1.325 -1.278 -1.154  -0.0682
2 C 1.078 0.110 -0.632  -0.3570
3 O 1.950 0.663 0.019  -0.0294
4 H 0.145 0.826 -1.082  0.1439
5 H 0.376 -1.813 -1.239  0.0537
6 H 1.996 -1.833 -0.498  0.0768
7 H 1.797 -1.218 -2.140  0.0839
8 N -1.938 -0.460 -0.371  -0.0223
9 N -0.041 1.436 1.914  0.0776
10 N -1.619 0.967 0.047  -0.0770
11 N -0.704 0.995 0.897  -0.2103
12 H -1.863 -1.085 0.431  0.0552
13 H -2.909 -0.475 -0.677  0.0488
14 H -0.399 2.265 2.382  0.1135
15 H 0.807 0.899 2.102  0.1108

Calculated values
SMILES ... N/N=N/N.CC=O
Net charge ... 0
M ... 104.113 g mol⁻¹
Largest force on an atom ... 4.8 eV/Å
HOMO level ... -0.2817 Ha
HOMO-LUMO gap ... 8.652 eV

=====

Molecular formula: C2H8N4O
Method: DFT, ωB97M-V/def2-TZVPD

Each line ends with the Löwdin charge.
Atoms and positions in Å:
1 C 2.419 0.008 0.090  -0.0552
2 C 0.065 -0.305 0.019  -0.5016
3 H 3.255 -0.732 -0.576  0.1562
4 H 2.741 0.011 1.265  0.1357
5 H 2.156 0.875 -0.471  0.0454
6 H -0.625 -2.394 -0.505  0.1829
7 H -2.770 -0.473 -0.055  0.1075
8 H -1.865 -1.136 1.202  -0.0138
9 H -1.314 1.823 -1.166  0.0617
10 H -0.898 2.823 0.281  0.0855
11 N -0.965 -1.300 -0.458  -0.0618
12 N -2.109 -1.205 0.337  -0.0239
13 N -0.069 0.950 0.226  0.0138
14 N -1.264 1.898 -0.131  -0.0124
15 O 1.243 -0.840 -0.057  -0.1199

Calculated values
SMILES ... CO/C(=N/N)NN
Net charge ... 0
M ... 104.113 g mol⁻¹
Largest force on an atom ... 8.3 eV/Å
HOMO level ... -0.3115 Ha
HOMO-LUMO gap ... 9.382 eV

=====

Molecular formula: C2H8NO
Method: DFT, ωB97M-V/def2-TZVPD

Each line ends with the Löwdin charge.
Atoms and positions in Å:
1 O -2.273 -0.067 -0.705  -0.6192
2 H -2.393 -0.989 -0.993  -0.2011
3 C 0.641 -1.114 0.135  -0.1699
4 N 0.850 0.228 -0.422  -0.2087
5 C 0.365 1.272 0.474  -0.1944
6 H -0.320 -1.487 -0.233  0.0450
7 H 1.491 -1.743 -0.145  0.0498
8 H 0.498 -1.014 1.204  0.0592
9 H 0.371 0.326 -1.301  0.0665
10 H 0.283 2.162 -0.144  0.0630
11 H 1.117 1.390 1.261  0.0560
12 H -0.631 1.036 0.868  0.0539

Calculated values
Net charge ... -1
M ... 62.092 g mol⁻¹
Largest force on an atom ... 1.2 eV/Å
HOMO level ... -0.0873 Ha
HOMO-LUMO gap ... 6.932 eV

=====

Molecular formula: C2H8NO
Method: DFT, ωB97M-V/def2-TZVPD

Each line ends with the Löwdin charge.
Atoms and positions in Å:
1 O -1.664 1.729 -1.456  -0.5968
2 H -1.975 2.577 -1.630  -0.2592
3 C -0.014 -0.150 1.442  -0.1785
4 N 0.720 0.354 0.195  -0.1706
5 C 0.919 -0.856 -0.749  -0.1595
6 H -1.116 -0.325 1.366  0.0652
7 H 0.097 0.508 2.351  0.0605
8 H 0.335 -1.164 1.646  0.0329
9 H 0.022 0.875 -0.446  0.0465
10 H -0.117 -1.006 -1.108  0.0739
11 H 1.775 -0.760 -1.422  0.0562
12 H 1.018 -1.782 -0.189  0.0295

Calculated values
Net charge ... -1
M ... 62.092 g mol⁻¹
Largest force on an atom ... 2.9 eV/Å
HOMO level ... -0.0911 Ha
HOMO-LUMO gap ... 6.792 eV

=====

Molecular formula: C2H8NO
Method: DFT, ωB97M-V/def2-TZVPD

Each line ends with the Löwdin charge.
Atoms and positions in Å:
1 O -2.160 0.680 0.952  -0.6040
2 H -1.720 1.112 0.258  -0.2559
3 C 1.288 -0.440 0.823  -0.1316
4 N 0.721 0.335 -0.361  -0.1953
5 C 0.292 -0.484 -1.434  -0.2259
6 H 0.521 -1.025 1.317  0.0620
7 H 1.731 0.273 1.540  0.0640
8 H 2.137 -1.013 0.549  0.0373
9 H -0.190 0.778 -0.006  0.0644
10 H -0.558 -1.080 -1.005  0.0842
11 H -0.014 0.025 -2.375  0.0784
12 H 0.841 -1.316 -1.703  0.0224

Calculated values
Net charge ... -1
M ... 62.092 g mol⁻¹
Largest force on an atom ... 3.4 eV/Å
HOMO level ... -0.0912 Ha
HOMO-LUMO gap ... 6.735 eV

=====

Molecular formula: C2H8NO
Method: DFT, ωB97M-V/def2-TZVPD

Each line ends with the Löwdin charge.
Atoms and positions in Å:
1 O 2.239 0.579 -1.027  -0.5784
2 H 1.994 0.543 -1.962  -0.1784
3 C 0.271 -0.908 0.881  -0.1972
4 N -0.057 0.460 0.516  -0.2124
5 C -1.303 0.542 -0.198  -0.2068
6 H 1.211 -0.888 1.413  0.0594
7 H -0.500 -1.269 1.574  0.0557
8 H 0.387 -1.567 0.014  0.0626
9 H 0.715 0.794 -0.091  0.0194
10 H -1.332 -0.044 -1.134  0.0644
11 H -1.502 1.582 -0.420  0.0559
12 H -2.124 0.176 0.435  0.0558

Calculated values
Net charge ... -1
M ... 62.092 g mol⁻¹
Largest force on an atom ... 0.8 eV/Å
HOMO level ... -0.0969 Ha
HOMO-LUMO gap ... 7.081 eV

=====

Molecular formula: C2H8NO
Method: DFT, ωB97M-V/def2-TZVPD

Each line ends with the Löwdin charge.
Atoms and positions in Å:
1 N -1.118 -0.112 -1.766  -0.0509
2 C -1.374 -0.459 -0.317  -0.6160
3 O -0.460 -1.239 0.256  -0.3638
4 H -0.405 0.585 -1.901  0.0071
5 H -0.793 -0.994 -2.143  0.0203
6 H -1.506 0.540 0.176  0.0696
7 H -2.384 -0.917 -0.378  0.0583
8 C 1.616 0.534 1.204  -0.0904
9 H 1.683 1.448 0.610  -0.0091
10 H 2.592 0.048 1.270  -0.0115
11 H 0.872 -0.229 0.778  -0.0093
12 H 1.277 0.795 2.212  -0.0042

Calculated values
Net charge ... -1
M ... 62.092 g mol⁻¹
Largest force on an atom ... 1.0 eV/Å
HOMO level ... -0.0926 Ha
HOMO-LUMO gap ... 7.201 eV

=====

Molecular formula: C2H8NO
Method: DFT, ωB97M-V/def2-TZVPD

Each line ends with the Löwdin charge.
Atoms and positions in Å:
1 N -1.562 -1.384 1.781  -0.0221
2 H -2.014 -0.721 2.397  -0.0340
3 H -0.723 -0.916 1.358  -0.0430
4 H -1.227 -2.145 2.362  -0.0333
5 C 0.158 0.318 -0.546  -0.6044
6 O 0.656 -0.114 0.639  -0.3784
7 C 1.215 0.972 -1.444  -0.1669
8 H -0.656 1.080 -0.437  0.0718
9 H -0.319 -0.493 -1.153  0.0746
10 H 0.790 1.400 -2.367  0.0435
11 H 1.978 0.236 -1.714  0.0462
12 H 1.704 1.768 -0.877  0.0459

Calculated values
Net charge ... -1
M ... 62.092 g mol⁻¹
Largest force on an atom ... 0.4 eV/Å
HOMO level ... -0.0930 Ha
HOMO-LUMO gap ... 7.395 eV

=====

Molecular formula: C2H8NO
Method: DFT, ωB97M-V/def2-TZVPD

Each line ends with the Löwdin charge.
Atoms and positions in Å:
1 O 1.105 1.276 1.448  -0.5980
2 H 2.070 1.280 1.427  -0.1856
3 C -1.495 -0.850 -0.030  -0.1984
4 N -0.067 -0.855 -0.269  -0.1991
5 C 0.334 0.168 -1.237  -0.1929
6 H -1.862 0.102 0.344  0.0664
7 H -1.754 -1.621 0.690  0.0554
8 H -2.041 -1.083 -0.949  0.0588
9 H 0.399 -0.509 0.587  0.0481
10 H 1.099 0.789 -0.768  0.0444
11 H 0.542 -0.284 -2.210  0.0466
12 H -0.512 0.829 -1.452  0.0542

Calculated values
Net charge ... -1
M ... 62.092 g mol⁻¹
Largest force on an atom ... 1.0 eV/Å
HOMO level ... -0.0966 Ha
HOMO-LUMO gap ... 7.089 eV

=====

Molecular formula: C2H8NO
Method: DFT, ωB97M-V/def2-TZVPD

Each line ends with the Löwdin charge.
Atoms and positions in Å:
1 N -2.428 -0.672 -0.475  0.3301
2 H -3.176 -0.102 -0.866  0.1612
3 H -1.541 -0.167 -0.343  0.1097
4 H -2.718 -0.942 0.468  0.1604
5 H -2.353 -1.553 -0.985  0.1625
6 C 2.576 0.420 0.586  0.0353
7 C 1.505 0.218 -0.152  -0.2617
8 O 0.245 0.688 0.142  -0.0578
9 H 3.544 0.003 0.396  0.0647
10 H 2.517 0.955 1.529  0.0708
11 H 1.592 -0.189 -1.150  0.1129
12 H 0.236 1.341 0.850  0.1118

Calculated values
Net charge ... +1
M ... 62.092 g mol⁻¹
Largest force on an atom ... 1.2 eV/Å
HOMO level ... -0.4729 Ha
HOMO-LUMO gap ... 8.709 eV

=====

How do the records compare in energy above the lowest of the compared OMol25 structures with the same formula, charge and spin? In the order shown, they have 250.5 804.7 79.7 248.0 209.5 98.3 345.6 899.5 464.9 641.9 577.3 88.3 140.0 143.7 45.2 29.8 0.6 65.9 104.0 kJ/mol.